P | A single C6H14N2O molecule. Source: OMol25; level of theory: wB97M-V/def2-TZVPD.

```
23
Properties=species:S:1:pos:R:3
H -0.88 -1.40 2.56
C 1.59 0.66 -1.97
C -0.30 0.40 -0.36
N 0.02 -1.22 -2.08
H -1.67 -0.13 3.50
C 0.21 0.16 0.87
C 1.52 -0.53 1.14
H 1.86 -1.14 0.31
N 0.31 0.07 -1.58
H -2.23 -0.46 1.85
H -1.93 1.66 0.38
C -1.60 1.15 -0.53
H 0.29 -1.92 -1.39
H -1.50 1.92 -1.30
H 1.67 1.69 -1.62
C -1.35 -0.42 2.50
O -0.44 0.58 2.02
H 2.43 0.08 -1.57
H 1.68 0.67 -3.06
H -2.40 0.46 -0.84
H 1.44 -1.19 2.01
H -0.99 -1.32 -2.21
H 2.29 0.22 1.36
```

Calculated values
SMILES string ... CO/C(C)=C(\C)N(C)N
LUMO ... 0.868 eV
Multiplicity ... 1
Total charge ... 0

=====

Q | 2 unconnected molecules or ions with the total composition C6H14N2O. Source: OMol25; level of theory: wB97M-V/def2-TZVPD.

```
23
Properties=species:S:1:pos:R:3
C -1.11 -0.14 2.07
H 1.07 1.10 -1.65
N -2.33 1.04 -1.63
H -1.94 -0.66 1.58
H 0.99 -0.94 0.28
H -1.03 -1.67 -0.50
O 1.61 -1.62 0.00
C -0.27 0.64 1.11
H -3.10 0.58 -2.13
H 3.03 -0.25 -0.61
H -2.46 -1.54 -1.43
N -1.81 -1.10 -0.80
H 3.59 -1.89 -0.23
H -1.51 0.54 2.83
C -0.48 0.84 -0.19
H -0.48 -0.88 2.60
H 1.02 2.36 -0.40
H -0.21 2.32 -1.66
C 0.41 1.72 -1.02
H 3.16 -0.78 1.08
C -1.62 0.26 -0.94
C 2.91 -1.09 0.07
H 0.57 1.15 1.57
```

Calculated values
SMILES string ... [H]/N=C(N)/C(C)=C\C.CO
LUMO ... 0.924 eV
Multiplicity ... 1
Total charge ... 0

=====

Least stable: P

=====

P | 2 unconnected molecules or ions with the total composition C6H14N2O. Source: OMol25; level of theory: wB97M-V/def2-TZVPD.

```
23
Properties=species:S:1:pos:R:3
H -1.95 1.62 1.97
H 3.06 -1.20 -1.22
H -0.85 0.33 2.42
H 0.48 -0.66 0.40
H 1.53 -2.07 -1.32
H 2.31 0.66 1.72
H 2.08 1.22 0.19
H 1.60 -0.34 -1.72
H -2.59 -0.59 -2.15
N -2.69 -0.46 0.52
C -0.69 0.97 0.39
C 1.68 -0.75 0.38
O -0.06 1.70 -0.34
C 1.98 -1.12 -1.06
C -0.94 1.26 1.84
C -1.66 -0.22 -1.72
H -3.43 -0.98 0.05
H 1.97 -1.55 1.06
C -1.77 -0.04 -0.24
H -0.21 1.98 2.21
H -1.39 0.73 -2.19
H -0.86 -0.93 -1.93
N 2.42 0.44 0.74
```

Calculated values
SMILES string ... [H]/N=C(\C)C(C)=O.CCN
LUMO ... 0.378 eV
Multiplicity ... 1
Total charge ... 0

=====

Q | 2 unconnected molecules or ions with the total composition C6H14N2O. Source: OMol25; level of theory: wB97M-V/def2-TZVPD.

```
23
Properties=species:S:1:pos:R:3
H 2.21 1.78 -1.35
H 1.04 -0.60 0.88
H 0.53 1.38 -3.43
H 2.43 1.18 0.19
H -0.01 1.70 1.25
C -3.02 -1.30 2.52
H 0.26 0.96 2.92
H 0.84 -1.82 -0.24
H 1.20 0.06 -4.40
H -3.19 -1.98 3.35
C 1.13 -0.36 -2.31
N 1.82 1.21 -0.61
H -3.87 -0.61 2.43
H 2.27 1.08 -3.44
O -1.83 -0.61 2.81
C -1.41 0.27 1.86
H -2.01 0.32 0.96
C -0.33 1.02 2.02
H -2.93 -1.88 1.59
C 1.43 -0.06 -1.03
N 1.37 -1.00 0.00
H 0.76 -1.34 -2.53
C 1.29 0.60 -3.45
```

Calculated values
SMILES string ... CC=C(N)N.C=COC
LUMO ... 0.947 eV
Multiplicity ... 1
Total charge ... 0

=====

Least stable: Q

=====

P | A single C2H3N3O2S molecule. Source: OMol25; level of theory: wB97M-V/def2-TZVPD.

```
11
Properties=species:S:1:pos:R:3
N -0.92 -0.33 -0.40
N 0.09 -0.21 -1.21
O -1.66 -0.37 1.94
S 2.68 0.01 -0.88
H 1.39 0.23 1.82
C 1.08 -0.02 -0.31
H 2.54 1.30 -1.33
C -0.75 -0.14 1.01
H -3.02 -0.58 -0.71
N 0.69 0.01 1.01
O -2.12 0.11 -0.93
```

Calculated values
SMILES string ... O=c1[nH]c(S)nn1O
LUMO ... 0.341 eV
Multiplicity ... 1
Total charge ... 0

=====

Q | A single C2H3N3O2S molecule. Source: OMol25; level of theory: wB97M-V/def2-TZVPD.

```
11
Properties=species:S:1:pos:R:3
N -1.12 0.43 -1.24
N 0.60 -0.64 1.57
C -0.92 0.57 0.13
O 0.18 0.05 -1.89
H -1.34 1.25 -1.84
S 2.34 -1.25 -1.17
H -0.34 -0.83 2.25
C 0.96 -0.62 -0.84
O -1.54 0.98 1.09
H 1.08 0.53 1.74
N 0.10 -0.49 0.20
```

Calculated values
SMILES string ... Nn1c(=O)[nH]oc1=S
LUMO ... 0.134 eV
Multiplicity ... 1
Total charge ... 0

=====

R | A single C2H3N3O2S molecule. Source: OMol25; level of theory: wB97M-V/def2-TZVPD.

```
11
Properties=species:S:1:pos:R:3
O 0.56 -1.91 1.34
N 1.10 0.15 0.52
S 1.19 2.25 -1.21
O -1.76 -1.58 -0.11
H 2.17 -0.01 0.52
C 0.27 -0.87 0.83
N -0.91 -0.54 0.23
H 0.00 2.86 -1.64
C 0.50 0.89 -0.48
N -0.70 0.56 -0.62
H -2.42 -1.82 0.62
```

Calculated values
SMILES string ... O=c1[nH]c(S)nn1O
LUMO ... 0.429 eV
Multiplicity ... 1
Total charge ... 0

=====

Least stable: Q

=====

P | A gas-phase ion, C3H5IN (charge +1). Source: OMol25; level of theory: wB97M-V/def2-TZVPD.

```
10
Properties=species:S:1:pos:R:3
C 2.19 0.12 -0.07
H -0.71 0.35 -1.54
H -0.90 1.51 -0.32
H -1.00 -0.43 1.49
C 1.02 0.35 -0.31
H -2.09 -0.13 0.16
H -1.04 -1.51 0.20
I 4.13 -0.25 0.28
N -1.17 -0.49 0.46
C -0.42 0.47 -0.37
```

Calculated values
SMILES string ... [NH3+]CC#CI
LUMO ... -4.066 eV
Multiplicity ... 1
Total charge ... +1

=====

Q | A gas-phase ion, C3H5IN (charge +1). Source: OMol25; level of theory: wB97M-V/def2-TZVPD.

```
10
Properties=species:S:1:pos:R:3
N -1.28 -0.68 -0.02
H -1.49 -0.90 0.91
C -0.42 0.60 -0.02
H -0.61 -1.43 -0.44
H -0.65 1.19 -0.93
I 4.13 -0.27 0.07
H -2.07 -0.34 -0.52
C 0.94 0.26 0.22
C 2.19 0.17 0.15
H -0.73 1.40 0.58
```

Calculated values
SMILES string ... [NH3+]CC#CI
LUMO ... -4.073 eV
Multiplicity ... 1
Total charge ... +1

=====

Least stable: Q

=====

P | A molecular structure, C33H21F6IN4O13S2TeW. Source: OMol25; level of theory: wB97M-V/def2-TZVPD.

```
82
Properties=species:S:1:pos:R:3
H -4.37 -1.30 -2.55
C 1.15 2.64 1.47
H 1.56 -2.13 -4.91
C 0.69 -3.21 -1.31
C 1.70 -1.68 3.80
H 0.83 -2.33 3.87
C 4.99 -1.02 -2.31
I 3.05 -4.15 2.70
H 3.37 -1.96 0.51
F -3.92 1.23 5.51
W -0.68 0.32 1.14
H -4.11 2.38 -4.70
O 0.50 0.49 -0.63
H 2.06 0.67 -2.61
N -1.70 -0.74 4.51
O 2.14 3.25 1.74
C -3.66 1.64 -4.05
O -2.69 0.56 0.69
C -1.44 5.00 -0.03
F -3.77 -4.47 0.75
O 1.03 -0.99 0.83
H -3.45 4.34 -0.56
C 1.35 -0.38 -0.23
F -4.90 -2.61 0.80
O -1.55 -3.06 3.67
C -0.05 3.27 0.81
F -4.09 0.70 3.42
O 0.94 1.36 1.72
O -0.98 1.51 5.32
H -0.79 1.04 -2.37
C 4.00 -0.20 -2.83
C 2.15 -3.30 -3.21
C 2.59 0.40 4.09
O -1.58 6.30 -0.34
C -0.14 -2.33 -2.00
C -2.22 2.77 0.16
N 1.54 -0.42 4.17
H 0.45 -3.51 -0.30
C -3.38 1.38 4.32
S -1.64 0.76 4.32
C 2.81 0.03 -2.17
O -4.31 1.73 -0.33
Te -1.83 -1.64 -0.96
H 4.66 0.70 3.63
F -3.42 2.68 3.99
H -2.46 6.48 -0.67
C 2.92 -2.17 3.35
C -0.21 4.59 0.50
H 5.52 -2.31 -0.68
H 2.48 -4.37 -1.38
H 3.05 -3.68 -3.69
H 2.41 1.43 4.38
C -2.51 -0.25 -2.38
H 4.98 -1.69 2.96
C -1.78 0.89 -2.74
C -2.47 4.07 -0.19
F -4.78 -3.87 2.57
C 4.02 -1.33 3.29
C 0.17 -1.95 -3.30
C -4.15 -3.45 1.50
C 3.84 0.00 3.66
C -4.38 0.52 -3.68
H -0.48 -1.27 -3.84
O -1.27 1.18 2.92
H -5.39 0.38 -4.03
H 0.59 5.30 0.67
C -2.36 1.83 -3.58
H 5.91 -1.16 -2.87
O 5.27 0.23 -4.70
C -3.21 1.63 0.14
N 4.21 0.43 -4.14
C 1.83 -3.70 -1.92
H -1.80 2.71 -3.87
C 1.32 -2.44 -3.90
O -1.35 -1.25 2.05
C 4.77 -1.65 -1.10
C 3.57 -1.46 -0.42
C 2.60 -0.61 -0.96
O 3.30 1.10 -4.59
C -3.80 -0.43 -2.85
N -1.03 2.38 0.61
S -2.19 -1.81 3.34
```

Calculated values
LUMO (spin up / spin down) ... -1.602 / -1.450 eV
Multiplicity ... 3
Total charge ... 0

=====

Q | A molecular structure, C33H21F6IN4O13S2TeW. Source: OMol25; level of theory: wB97M-V/def2-TZVPD.

```
82
Properties=species:S:1:pos:R:3
O 0.09 -3.78 -3.53
C -0.97 -4.12 -0.73
H -4.39 -0.04 -0.43
N 2.77 -0.75 -0.70
O 2.64 -6.36 1.75
H -3.28 -2.34 3.79
C -0.45 -0.13 5.20
F 0.59 -1.94 -5.85
C 0.00 3.93 0.05
O -3.55 -1.32 -2.46
C 1.11 3.70 -2.08
C 4.52 0.86 -0.64
H 2.99 -2.34 -1.98
H 1.64 5.53 -3.08
C 2.00 -5.25 1.34
H -5.49 2.13 -0.77
H 5.19 -1.60 -2.85
F 1.12 -0.32 -4.52
C -4.07 0.82 0.14
C 0.47 1.66 -0.83
Te -2.12 -1.19 1.27
F 2.30 -2.14 -4.53
H -1.11 -0.79 7.13
F -3.08 0.29 -4.92
O 0.67 -1.85 -2.13
C 4.68 -1.02 -2.10
C -3.24 3.03 1.60
H 0.70 6.97 -1.28
C -2.62 1.81 1.79
H 6.16 0.53 -1.99
F -3.20 1.53 -3.14
H 3.20 -3.95 2.60
C 2.41 -4.03 1.87
C -1.27 -0.85 6.06
W 0.24 -0.91 -0.26
H 0.02 0.34 3.16
O -1.04 5.62 1.88
N -1.37 -1.75 -3.66
C 0.53 3.13 -0.96
H -2.92 3.90 2.17
C -2.49 -1.72 4.19
C -1.67 -0.99 3.32
C 1.07 -1.64 -4.65
O 2.88 -1.32 2.83
O 1.21 -0.65 1.50
H 2.74 0.86 0.58
C -2.29 -1.64 5.56
C 1.19 5.08 -2.21
C 0.92 -5.28 0.47
C 0.32 -4.10 0.09
F -1.28 1.18 -4.09
H 0.48 -6.19 0.09
C 5.22 0.16 -1.62
C 3.45 -1.44 -1.62
S -2.24 -0.84 -2.73
S 0.00 -2.38 -3.34
C -0.65 -0.20 3.83
C 1.77 -2.90 1.43
O -1.48 -0.27 -1.61
O -0.02 1.14 0.24
C -2.46 0.64 -3.80
H 0.36 0.48 5.59
O 0.88 0.89 -1.72
C -3.03 0.71 1.06
C 3.31 0.36 -0.20
H -4.75 4.11 0.53
C -4.69 2.05 -0.05
C -4.27 3.15 0.68
H -1.81 1.73 2.51
H -2.93 -2.20 6.23
C 0.67 5.90 -1.21
H 1.51 3.05 -2.85
C 0.08 5.30 -0.11
H -0.46 3.50 0.92
C 2.04 -1.54 2.00
I 5.22 2.66 0.13
H 2.25 -7.14 1.34
O -0.37 7.37 0.82
N 0.78 -2.91 0.51
O -1.43 -2.96 -0.97
O -1.43 -5.22 -1.01
N -0.48 6.17 0.95
```

Calculated values
LUMO (spin up / spin down) ... -0.803 / -0.855 eV
Multiplicity ... 3
Total charge ... 0

=====

Least stable: P

=====

P | A molecular structure, C4H5O5S. Source: OMol25; level of theory: wB97M-V/def2-TZVPD.

```
15
Properties=species:S:1:pos:R:3
H 0.36 2.25 0.39
O -0.08 0.22 0.87
O -1.54 1.36 -0.94
H -0.91 -3.52 -3.34
S -0.97 0.04 -0.50
O -2.24 -0.64 0.37
H -3.14 -0.10 0.44
O 0.85 0.30 -1.60
C -0.50 -2.66 -2.92
C 0.10 -1.64 -2.73
C 0.94 -0.37 -2.64
H 0.67 1.56 2.01
O 1.82 -0.35 -3.50
H 1.97 1.15 0.61
C 0.83 1.30 0.91
```

Calculated values
LUMO ... 3.435 eV
Multiplicity ... 1
Total charge ... -1

=====

Q | A gas-phase ion, C4H5O5S (charge -1). Source: OMol25; level of theory: wB97M-V/def2-TZVPD.

```
15
Properties=species:S:1:pos:R:3
O -4.49 -0.32 0.47
H 0.96 0.46 0.36
O -2.70 -2.00 0.16
C -1.70 1.82 0.49
O -2.22 2.76 1.04
H 0.57 -1.11 -0.68
C -0.70 0.46 -0.78
C 0.71 0.04 -0.63
H -1.39 -0.20 1.63
O -0.86 1.97 -0.60
S -3.18 -0.65 -0.12
H 1.38 0.29 -1.41
C -1.75 0.35 0.63
H -1.31 -0.02 -1.69
O -3.10 -0.37 -1.52
```

Calculated values
SMILES string ... C[C@@H]1OC(=O)[C@H]1S(=O)(=O)[O-]
LUMO ... 3.581 eV
Multiplicity ... 1
Total charge ... -1

=====

Least stable: P

=====

P | 2 unconnected molecules or ions with the total composition C2H6N2. Source: OMol25; level of theory: wB97M-V/def2-TZVPD.

```
10
Properties=species:S:1:pos:R:3
H -1.51 0.99 1.27
H 1.15 -1.60 0.18
H -0.10 -0.17 1.52
N 0.72 -1.70 -0.76
H -0.10 1.01 2.36
C 0.15 -0.78 -1.67
H -0.56 0.07 -1.52
C -0.36 1.00 1.45
N 1.41 -0.88 -1.91
H 0.23 1.25 0.48
```

Calculated values
SMILES string ... C1=NN1.C
LUMO ... 0.210 eV
Multiplicity ... 1
Total charge ... 0

=====

Q | 2 unconnected molecules or ions with the total composition C2H6N2. Source: OMol25; level of theory: wB97M-V/def2-TZVPD.

```
10
Properties=species:S:1:pos:R:3
H -0.29 2.19 -0.24
N 1.89 2.19 0.08
H -0.27 -2.59 -0.86
H 0.86 0.96 -1.09
N -1.10 -2.00 -0.76
C 0.77 1.84 -0.40
H -0.45 -2.25 1.21
C -1.19 -1.92 0.54
H -2.05 -1.33 0.81
H 1.83 2.91 0.73
```

Calculated values
SMILES string ... C=N.C=N
LUMO ... 1.044 eV
Multiplicity ... 1
Total charge ... 0

=====

Least stable: P